No. 1
Computed, not measured: C6H10N2 in the gas phase at a distorted geometry, with ωB97M-V/def2-TZVPD.

Each line ends with the Mulliken charge.
Atoms and positions in Å:
C 0.698 1.197 -0.354  -0.974
C 0.719 -0.306 -0.224  0.896
C 2.063 -1.011 -0.024  -0.107
C 3.136 -0.242 0.161  -0.702
C -2.812 -0.838 -0.014  -0.119
C -2.328 0.458 0.427  -0.738
H 0.082 1.669 0.496  0.176
H -0.037 1.191 -1.207  0.365
H 1.759 1.677 -0.367  0.264
H 2.251 -2.138 -0.008  0.286
H 3.206 0.872 0.102  0.146
H 4.096 -0.886 0.406  0.178
H -3.710 -0.796 -0.784  0.159
H -2.854 -1.679 0.556  0.364
H -1.934 0.744 1.398  0.269
H -2.583 1.486 0.101  0.220
N -0.304 -0.969 -0.108  -0.654
N -1.450 -0.429 -0.558  -0.029

Values from the calculation:
- SMILES: C=C/C(C)=N/N1CC1
- ΔE to the lowest compared entry with this formula, charge and spin: 490.64 kJ/mol
- Charge: 0
- Orbital gap: 9.5304 eV

No. 2
Computed, not measured: C6H10N2 in the gas phase at a distorted geometry, with ωB97M-V/def2-TZVPD.

Each line ends with the Mulliken charge.
Atoms and positions in Å:
C 1.844 0.410 -0.384  -0.505
C 0.480 -1.409 -0.050  -0.253
C -1.107 -0.810 0.102  -0.652
C -1.867 0.641 -0.080  -0.425
C 0.339 0.787 -0.198  0.081
C 0.042 -0.315 0.863  -0.392
H 2.343 0.069 0.740  0.213
H 2.404 1.227 -0.942  0.334
H 1.543 -1.252 -1.905  0.274
H 0.453 -2.504 0.141  0.395
H -1.757 -1.532 0.513  0.470
H -2.572 1.054 -0.926  0.277
H -2.411 0.696 1.017  0.268
H -0.629 1.943 1.051  0.305
H -0.062 0.455 -1.244  0.257
H 0.192 -0.104 2.024  0.343
N 1.505 -0.973 -0.839  -0.389
N -0.739 1.621 0.118  -0.601

Values from the calculation:
- SMILES: C1N[C@H]2CN[C@@H]3[C@H]1[C@@H]32
- ΔE to the lowest compared entry with this formula, charge and spin: 726.89 kJ/mol
- Charge: 0
- Orbital gap: 9.1946 eV

Number 1: E_HOMO -0.316 Eh, E -343.949842 hartree. Number 2: E_HOMO -0.296 Eh, E -343.859856 hartree.